(1)
{
  "formula": "C44H40BN10O17",
  "method": "wB97M-V/def2-TZVPD",
  "e_tot_ev": -96638.0718,
  "gap_ev": 8.17,
  "lumo_energy_ev": -3.130,
  "e_homo_ev": -11.30,
  "charge": 1,
  "de_lowest_kj_mol": 0.0,
  "species": ["O", "B", "O", "O", "N", "C", "N", "C", "N", "H", "H", "H", "H", "H", "C", "C", "C", "C", "C", "C", "N", "O", "O", "H", "H", "H", "H", "H", "C", "C", "C", "C", "C", "C", "N", "O", "O", "H", "H", "H", "H", "H", "C", "C", "C", "C", "C", "C", "N", "O", "O", "H", "H", "H", "H", "H", "C", "C", "C", "C", "C", "C", "N", "O", "O", "H", "H", "H", "H", "H", "C", "C", "C", "C", "C", "C", "N", "O", "O", "H", "H", "H", "H", "H", "C", "C", "C", "C", "C", "C", "N", "O", "O", "H", "H", "H", "H", "H", "C", "C", "C", "C", "C", "C", "N", "O", "O", "H", "H", "H", "H", "H"],
  "positions_angstrom": [[0.157, -4.175, -2.199], [-0.737, -3.355, -2.873], [-0.803, -1.993, -2.707], [-1.681, -4.023, -3.794], [-2.864, -3.964, -3.129], [-3.990, -3.465, -3.634], [-4.894, -3.593, -2.613], [-4.209, -4.151, -1.527], [-2.933, -4.384, -1.853], [0.245, -4.965, -2.765], [-0.171, -1.739, -1.997], [-4.157, -3.049, -4.645], [-5.864, -3.295, -2.682], [-4.723, -4.327, -0.564], [3.223, 2.450, -1.988], [1.995, 1.820, -2.163], [1.717, 0.657, -1.465], [2.656, 0.136, -0.602], [3.887, 0.743, -0.415], [4.171, 1.909, -1.117], [2.291, -1.079, 0.118], [1.189, -1.559, -0.133], [3.056, -1.568, 0.920], [3.436, 3.361, -2.527], [1.259, 2.239, -2.837], [0.764, 0.164, -1.595], [4.625, 0.330, 0.260], [5.127, 2.400, -0.985], [2.311, -5.793, -0.025], [2.941, -7.032, -0.081], [3.936, -7.347, 0.834], [4.287, -6.415, 1.801], [3.670, -5.175, 1.860], [2.678, -4.865, 0.941], [5.321, -6.752, 2.787], [5.856, -7.841, 2.697], [5.580, -5.924, 3.642], [1.530, -5.551, -0.737], [2.654, -7.753, -0.836], [4.421, -8.313, 0.784], [3.946, -4.446, 2.610], [2.187, -3.901, 0.981], [-5.042, 1.729, -3.325], [-4.272, 0.572, -3.345], [-3.167, 0.455, -2.513], [-2.847, 1.503, -1.662], [-3.604, 2.665, -1.639], [-4.706, 2.776, -2.476], [-1.695, 1.376, -0.763], [-1.035, 0.349, -0.819], [-1.463, 2.299, -0.010], [-5.907, 1.816, -3.972], [-4.537, -0.242, -4.011], [-2.573, -0.450, -2.537], [-3.352, 3.485, -0.979], [-5.305, 3.678, -2.464], [-0.436, -5.481, 3.071], [-1.317, -4.435, 2.830], [-2.501, -4.666, 2.150], [-2.797, -5.951, 1.719], [-1.921, -7.006, 1.950], [-0.733, -6.765, 2.630], [-4.059, -6.197, 1.016], [-4.795, -5.238, 0.808], [-4.308, -7.335, 0.677], [0.488, -5.292, 3.606], [-1.077, -3.436, 3.176], [-3.179, -3.842, 1.967], [-2.148, -8.008, 1.611], [-0.041, -7.577, 2.815], [-2.868, 8.250, 0.790], [-4.072, 8.005, 1.439], [-5.102, 7.359, 0.771], [-4.913, 6.960, -0.544], [-3.717, 7.207, -1.204], [-2.692, 7.856, -0.531], [-5.991, 6.256, -1.246], [-7.031, 6.070, -0.648], [-5.778, 5.890, -2.392], [-2.063, 8.749, 1.316], [-4.206, 8.315, 2.468], [-6.036, 7.172, 1.285], [-3.570, 6.901, -2.232], [-1.753, 8.051, -1.034], [5.685, -1.407, 7.212], [4.800, -0.361, 6.980], [3.609, -0.594, 6.308], [3.314, -1.881, 5.879], [4.194, -2.931, 6.100], [5.384, -2.689, 6.769], [2.046, -2.137, 5.190], [1.304, -1.193, 4.993], [1.805, -3.284, 4.856], [6.612, -1.223, 7.742], [5.039, 0.637, 7.325], [2.927, 0.226, 6.131], [3.968, -3.934, 5.761], [6.077, -3.501, 6.950], [1.343, 9.329, -4.079], [0.504, 8.243, -4.298], [0.945, 6.957, -4.022], [2.227, 6.773, -3.522], [3.075, 7.850, -3.306], [2.627, 9.133, -3.587], [2.687, 5.419, -3.205], [1.922, 4.493, -3.425], [3.809, 5.296, -2.737], [0.993, 10.333, -4.291], [-0.497, 8.400, -4.683], [0.285, 6.118, -4.196], [4.076, 7.707, -2.921], [3.279, 9.981, -3.420]],
  "mulliken_charge": [-0.19, 0.46, -0.41, -0.52, 0.80, -0.15, -0.01, -0.37, -0.51, 0.26, 0.34, 0.42, 0.23, 0.61, -0.61, -0.54, 0.51, -0.07, -0.43, -0.76, 1.06, -0.56, -0.59, 0.68, 0.39, 0.04, 0.49, 0.40, -0.23, -0.51, -0.41, -0.16, -0.30, -0.67, 1.03, -0.61, -0.61, 0.37, 0.43, 0.48, 0.61, 0.58, -0.74, -0.39, 0.07, -0.33, -0.39, -0.22, 1.06, -0.57, -0.61, 0.42, 0.35, 0.49, 0.59, 0.31, -0.38, -0.64, -0.21, 0.02, -0.43, -0.61, 1.10, -0.72, -0.60, 0.55, 0.50, 0.50, 0.49, 0.45, -0.48, -0.43, -0.44, 0.08, -0.18, -0.49, 1.06, -0.60, -0.64, 0.39, 0.38, 0.45, 0.45, 0.46, -0.40, -0.45, -0.41, 0.06, -0.06, -0.61, 1.01, -0.62, -0.54, 0.39, 0.38, 0.45, 0.41, 0.39, -0.49, -0.52, -0.32, 0.13, -0.22, -0.50, 1.06, -0.59, -0.63, 0.40, 0.42, 0.44, 0.44, 0.38]
}

=====

(2)
{
  "formula": "C44H40BN10O18",
  "method": "wB97M-V/def2-TZVPD",
  "e_tot_ev": -98702.6784,
  "gap_ev": 8.77,
  "lumo_energy_ev": 1.089,
  "e_homo_ev": -7.68,
  "charge": -1,
  "de_lowest_kj_mol": 0.0,
  "species": ["O", "C", "O", "B", "O", "C", "O", "O", "C", "O", "C", "O", "O", "C", "C", "N", "H", "H", "H", "C", "C", "N", "H", "H", "H", "C", "C", "N", "H", "H", "H", "C", "C", "N", "H", "H", "H", "C", "C", "N", "H", "H", "H", "C", "C", "C", "C", "C", "C", "N", "O", "O", "H", "H", "H", "H", "H", "C", "C", "C", "C", "C", "C", "N", "O", "O", "H", "H", "H", "H", "H", "C", "C", "C", "C", "C", "C", "N", "O", "O", "H", "H", "H", "H", "H", "C", "C", "C", "C", "C", "C", "N", "O", "O", "H", "H", "H", "H", "H", "C", "C", "C", "C", "C", "C", "N", "O", "O", "H", "H", "H", "H", "H"],
  "positions_angstrom": [[3.782, 0.673, -0.480], [2.640, 0.787, -0.171], [2.147, 0.819, 1.040], [0.680, 0.940, 0.983], [0.318, 0.974, -0.433], [1.448, 0.901, -1.156], [1.506, 0.854, -2.345], [0.137, 2.077, 1.737], [-0.404, 1.709, 2.873], [-0.875, 2.364, 3.749], [-0.440, 0.157, 2.820], [0.095, -0.244, 1.692], [-0.919, -0.568, 3.645], [-2.433, 3.171, -1.730], [-3.292, 2.122, -2.277], [-3.921, 1.266, -2.716], [-1.888, 3.672, -2.528], [-1.719, 2.767, -1.014], [-3.066, 3.924, -1.260], [-4.008, -0.529, 3.654], [-4.332, -1.898, 3.252], [-4.654, -2.952, 2.930], [-4.776, 0.217, 3.477], [-3.149, -0.164, 3.094], [-3.743, -0.570, 4.711], [-3.052, -0.908, 0.101], [-4.322, -0.392, 0.607], [-5.314, 0.018, 1.013], [-2.336, -0.812, 0.924], [-2.661, -0.383, -0.765], [-3.116, -1.972, -0.120], [2.360, -2.501, 2.121], [3.625, -1.771, 1.991], [4.570, -1.147, 1.813], [1.588, -1.897, 1.647], [2.126, -2.700, 3.157], [2.468, -3.401, 1.513], [4.434, -2.803, -3.122], [5.175, -1.837, -2.295], [5.711, -1.090, -1.610], [3.979, -3.497, -2.422], [5.200, -3.288, -3.730], [3.742, -2.321, -3.803], [-0.295, 2.676, -4.900], [-0.249, 3.509, -6.016], [-0.803, 3.113, -7.218], [-1.382, 1.855, -7.282], [-1.307, 0.983, -6.199], [-0.779, 1.380, -4.977], [-2.097, 1.448, -8.499], [-2.281, 0.274, -8.689], [-2.460, 2.327, -9.240], [0.192, 2.977, -3.979], [0.120, 4.515, -5.867], [-0.822, 3.825, -8.031], [-1.791, 0.032, -6.399], [-0.743, 0.687, -4.150], [-3.012, -2.358, -3.278], [-2.867, -3.540, -2.562], [-1.629, -3.891, -2.061], [-0.550, -3.038, -2.218], [-0.710, -1.798, -2.857], [-1.948, -1.460, -3.377], [0.774, -3.460, -1.789], [0.921, -4.600, -1.403], [1.657, -2.627, -1.848], [-3.998, -2.223, -3.705], [-3.720, -4.203, -2.499], [-1.494, -4.844, -1.561], [0.101, -1.083, -2.903], [-2.137, -0.524, -3.886], [1.214, 2.616, 7.572], [2.572, 2.513, 7.880], [3.332, 1.487, 7.344], [2.781, 0.647, 6.397], [1.441, 0.778, 6.038], [0.665, 1.794, 6.602], [3.581, -0.356, 5.668], [4.783, -0.237, 5.731], [2.995, -1.294, 5.180], [0.612, 3.412, 7.989], [2.945, 3.125, 8.690], [4.383, 1.383, 7.579], [0.988, 0.029, 5.401], [-0.365, 1.783, 6.275], [-0.279, 5.973, -0.221], [-0.436, 6.097, -1.581], [0.516, 5.537, -2.419], [1.560, 4.811, -1.893], [1.622, 4.594, -0.501], [0.692, 5.131, 0.347], [2.595, 4.259, -2.751], [2.715, 4.705, -3.871], [3.290, 3.404, -2.279], [-1.019, 6.384, 0.459], [-1.270, 6.662, -1.976], [0.505, 5.674, -3.494], [2.448, 3.974, -0.167], [0.606, 4.835, 1.382], [-0.733, -3.658, 3.537], [-1.566, -3.718, 2.436], [-1.329, -4.728, 1.508], [-0.218, -5.550, 1.630], [0.635, -5.424, 2.720], [0.395, -4.464, 3.693], [-0.029, -6.634, 0.680], [1.011, -7.261, 0.777], [-0.909, -6.919, -0.101], [-0.932, -2.892, 4.277], [-2.308, -2.973, 2.224], [-2.047, -4.836, 0.706], [1.487, -6.080, 2.836], [1.069, -4.309, 4.521]],
  "mulliken_charge": [-0.50, 0.03, -0.72, 1.22, 0.28, 1.00, -0.69, -0.74, 0.18, -0.63, 0.30, -0.28, -0.48, 0.02, 0.14, -0.52, 0.04, -0.14, 0.53, -0.51, 0.45, -0.49, 0.45, -0.18, 0.34, 2.19, -0.05, -0.59, -1.18, -0.32, -0.07, 0.89, -0.10, -0.54, -0.44, -0.06, 0.35, -0.61, 0.43, -0.44, 0.10, 0.38, 0.21, -0.51, -0.36, -0.55, -0.01, -0.08, -0.42, 0.97, -0.59, -0.59, 0.66, 0.37, 0.43, 0.54, 0.15, -1.11, -0.78, -0.38, -0.22, 0.60, -0.17, 1.10, -0.68, -0.54, 0.38, 0.44, 0.61, 0.34, 0.23, -0.55, -0.46, -0.37, -0.23, -0.07, -0.37, 1.07, -0.60, -0.58, 0.37, 0.34, 0.42, 0.56, 0.38, -0.43, -0.84, 0.22, -0.20, -0.25, -0.52, 1.17, -0.65, -0.59, 0.36, 0.45, 0.42, 0.49, 0.40, -0.51, 0.29, -0.26, -0.33, -0.22, -0.88, 1.26, -0.68, -0.65, 0.41, -0.03, 0.60, 0.48, 0.47]
}